No. 1
{"formula": "C26H54B2FNO9P", "method": "ωB97M-V/def2-TZVPD", "elements": ["C", "C", "B", "O", "C", "C", "C", "P", "O", "O", "C", "C", "C", "C", "C", "C", "C", "C", "C", "O", "C", "C", "O", "C", "C", "F", "C", "C", "B", "O", "O", "N", "C", "O", "C", "H", "H", "H", "H", "H", "H", "H", "H", "H", "H", "H", "H", "H", "H", "H", "H", "H", "H", "H", "H", "H", "H", "H", "H", "H", "H", "H", "H", "H", "H", "H", "H", "H", "H", "H", "H", "H", "H", "H", "H", "H", "H", "H", "H", "H", "H", "C", "C", "C", "O", "C", "H", "H", "H", "H", "H", "H", "H", "H"], "coordinates": [[5.1111, -1.8454, -0.8530], [4.4284, -0.6007, -0.0420], [3.0109, -0.9257, 0.6347], [2.9836, -0.7747, 2.0948], [1.6403, -1.5505, -0.0123], [2.0156, -3.1083, 0.3242], [1.4725, -1.2979, -1.6177], [2.0671, 0.3966, -2.1826], [3.5752, 0.2406, -3.0458], [1.1162, 1.2913, -3.2147], [0.1368, -1.9365, -2.2574], [0.1561, -3.5715, -2.3549], [1.4978, -4.3128, -2.7573], [-0.0034, -1.5615, -3.8360], [1.3496, -1.7030, -4.6970], [-1.2459, -1.5105, -1.4172], [-1.6411, 0.0046, -1.7490], [-2.7552, 0.8094, -0.9938], [-2.3268, 2.3844, -0.9491], [-2.9281, 3.0499, 0.2197], [-4.3432, 2.9491, 0.1868], [-5.3042, 3.5725, -0.9205], [-4.8892, 2.3444, 1.1498], [-2.4641, -2.4150, -1.9608], [-2.8935, -3.7067, -1.1505], [-3.7332, -1.6897, -2.1079], [-0.8840, -1.7349, 0.1208], [-2.1239, -1.6025, 1.1740], [-2.1187, -2.8124, 2.2808], [-3.4064, -3.1880, 2.8172], [-0.8874, -3.4458, 2.7211], [0.3657, -1.1008, 0.6474], [0.2666, 0.3684, 0.9492], [0.4494, 0.6546, 2.3742], [1.1242, 1.9535, 2.4248], [5.5061, -2.5453, -0.0229], [4.3776, -2.4333, -1.4908], [6.0279, -1.5170, -1.4550], [4.4437, 0.3725, -0.6648], [5.2097, -0.3824, 0.7847], [3.5717, -1.4504, 2.4928], [2.9604, -3.4503, -0.2075], [2.2647, -3.1429, 1.4533], [1.1859, -3.8470, 0.1569], [2.3471, -1.9538, -2.0116], [3.8608, -0.7090, -3.0186], [1.1457, 2.2619, -3.1038], [-0.2083, -4.0889, -1.4080], [-0.5847, -3.9562, -3.1576], [1.7755, -4.2630, -3.8763], [2.4418, -4.0601, -2.1825], [1.3179, -5.4416, -2.5742], [-0.3711, -0.5130, -4.0510], [-0.7565, -2.2424, -4.3853], [2.2580, -2.0790, -4.1301], [1.6027, -0.6942, -5.1962], [1.1936, -2.4321, -5.5771], [-0.6743, 0.6077, -1.6023], [-1.9917, 0.0006, -2.8495], [-3.7329, 0.8094, -1.6095], [-3.0486, 0.5654, 0.0647], [-2.6145, 2.9476, -1.8963], [-1.1960, 2.5197, -0.7999], [-4.8976, 4.5075, -1.4251], [-6.2848, 3.8332, -0.3760], [-5.5712, 2.7269, -1.6438], [-2.3189, -2.7574, -3.0525], [-2.1276, -4.2334, -0.5116], [-3.7609, -3.4094, -0.4478], [-3.3499, -4.4592, -1.8841], [-0.6940, -2.8695, 0.2362], [-3.1431, -1.6649, 0.6472], [-2.1243, -0.6297, 1.7631], [-3.2657, -3.2147, 3.7942], [-0.9980, -4.3986, 2.4745], [0.4492, -1.5181, 1.6118], [-0.8121, 0.7587, 0.7957], [0.8992, 1.0496, 0.2948], [2.1726, 1.8018, 1.9974], [0.5848, 2.7208, 1.7699], [1.2182, 2.2810, 3.5138], [-0.1174, 6.0753, 5.5044], [1.1439, 6.7314, 4.9874], [1.6925, 5.6696, 4.0547], [0.5643, 4.9534, 3.5313], [-0.6023, 5.3186, 4.2836], [-0.8550, 6.7819, 5.8876], [0.1319, 5.3719, 6.3057], [0.8876, 7.6315, 4.4193], [1.8470, 7.0127, 5.7728], [2.3232, 4.9543, 4.5938], [2.2721, 6.0935, 3.2314], [-1.2269, 5.9531, 3.6459], [-1.1684, 4.4211, 4.5430]], "forces_ev_per_a": [[0.3, 0.2, 1.0], [1.8, -0.1, -0.5], [0.6, 0.9, 2.2], [-0.3, -1.4, -2.2], [1.2, 0.0, -2.3], [-0.1, 0.4, 1.2], [0.3, -2.9, -1.2], [2.1, 3.4, 1.6], [-2.3, -1.8, 0.8], [-0.1, -1.4, -0.5], [-1.3, -1.0, -1.5], [0.1, -1.0, 0.1], [0.4, -1.3, -0.7], [0.2, 0.3, -1.0], [0.1, 0.2, -1.0], [0.3, 0.8, -0.4], [0.5, 0.0, -0.5], [-0.9, 1.8, -0.4], [0.4, -0.2, 0.0], [-1.6, -0.7, -1.7], [-2.1, -1.6, 3.4], [0.1, -0.2, 0.5], [2.2, 2.2, -3.5], [-0.9, -1.3, -0.5], [-1.4, 0.0, 0.2], [1.9, -0.4, 0.6], [-2.7, -2.7, 0.0], [0.2, -0.2, 0.0], [-0.9, 0.0, 0.5], [3.0, 1.0, 0.2], [-2.0, -0.1, -1.6], [0.3, -0.4, 2.1], [-2.1, 2.9, 0.9], [0.7, 0.0, -2.2], [0.9, 0.2, 0.1], [-0.6, 0.8, -1.5], [1.0, 0.7, 0.6], [-1.5, -0.4, 0.7], [-0.3, -1.7, 0.8], [-1.5, -0.3, -1.0], [-0.1, 1.0, -0.1], [-1.4, 0.6, 0.5], [-0.5, 0.0, -1.7], [0.9, 0.8, -0.1], [-1.4, 0.9, 0.4], [-0.1, 1.1, -0.3], [0.4, -0.9, 0.4], [0.5, 0.9, -1.0], [1.0, 1.0, 1.3], [-0.6, 0.2, 1.8], [-1.3, -0.1, -0.6], [0.3, 1.8, -0.2], [0.5, -1.2, 0.7], [1.0, 1.0, 1.4], [-1.2, 0.6, -0.7], [-0.2, -1.6, 1.0], [0.2, 1.0, 1.5], [-1.3, -0.8, -0.7], [1.1, 0.2, 1.7], [1.5, -0.4, 1.1], [0.6, -0.1, -1.1], [0.3, -0.8, 1.1], [-1.6, -0.3, -0.2], [-0.4, -1.4, 0.5], [1.7, -0.4, -0.7], [0.5, 1.3, 0.8], [0.4, 0.9, 1.8], [-0.6, 0.7, -0.9], [1.4, -0.4, -1.1], [0.8, 1.0, 1.1], [0.2, 1.9, -0.5], [1.7, 0.3, 0.6], [0.0, -1.0, -0.8], [-0.5, -0.5, -0.8], [0.3, 0.8, 0.8], [-0.2, 0.5, -0.5], [1.5, -1.2, -0.4], [-0.2, -1.5, 0.7], [-1.2, 0.3, 0.6], [0.5, -0.9, 1.2], [-0.4, -0.4, -1.7], [-0.1, -0.2, 0.4], [0.1, 0.4, -0.1], [0.2, -0.2, -0.1], [0.0, 0.1, 0.2], [-0.2, 0.0, -0.3], [0.0, -0.1, 0.0], [-0.1, 0.1, 0.0], [0.1, 0.0, 0.0], [0.0, 0.0, -0.1], [0.1, 0.1, 0.0], [-0.1, -0.1, 0.0], [-0.1, 0.0, 0.1], [0.1, 0.0, -0.1]], "charge": 1, "homo_ev": -10.90, "gap_ev": 8.557}

No. 2
{"formula": "C26H54IO20P", "method": "ωB97M-V/def2-TZVPD", "elements": ["O", "P", "O", "O", "C", "C", "C", "O", "O", "C", "C", "C", "I", "H", "H", "H", "H", "H", "H", "H", "H", "H", "H", "H", "H", "H", "H", "C", "C", "O", "C", "O", "O", "C", "H", "H", "H", "H", "H", "H", "H", "H", "C", "C", "O", "C", "O", "O", "C", "H", "H", "H", "H", "H", "H", "H", "H", "C", "C", "O", "C", "O", "O", "C", "H", "H", "H", "H", "H", "H", "H", "H", "C", "C", "O", "C", "O", "O", "C", "H", "H", "H", "H", "H", "H", "H", "H", "C", "C", "O", "C", "O", "O", "C", "H", "H", "H", "H", "H", "H", "H", "H"], "coordinates": [[-0.4637, -5.3223, -0.9086], [-0.0711, -5.8297, 0.4042], [-0.4333, -7.3706, 0.6488], [1.4608, -5.8050, 0.7668], [2.2392, -4.6220, 0.4807], [3.4714, -4.6402, 1.3505], [4.2751, -3.3586, 1.1964], [3.6822, -2.2880, 1.9298], [-0.6980, -5.0856, 1.6575], [-2.1096, -5.1105, 1.9342], [-2.9337, -4.4103, 0.8573], [-4.1084, -3.6462, 1.4302], [-5.5330, -4.9152, 2.3899], [-0.8457, -7.7431, -0.1443], [2.4940, -4.6353, -0.5823], [1.6305, -3.7342, 0.6828], [3.1714, -4.7501, 2.3955], [4.1028, -5.4905, 1.0750], [5.2881, -3.5006, 1.5798], [4.3716, -3.0947, 0.1367], [3.3074, -1.6399, 1.3234], [-2.4021, -6.1550, 2.0648], [-2.2159, -4.6071, 2.8957], [-3.2848, -5.1242, 0.1092], [-2.2829, -3.7012, 0.3363], [-4.6660, -3.1205, 0.6605], [-3.7960, -2.9212, 2.1802], [7.8921, -0.1866, 4.4386], [7.7845, -1.6881, 4.5755], [8.2172, -2.3599, 3.3738], [9.5342, -2.4910, 3.2333], [10.3751, -2.1327, 4.0181], [9.7713, -3.1037, 2.0719], [11.1583, -3.3243, 1.7918], [7.3360, 0.1561, 3.5657], [7.4707, 0.2916, 5.3238], [8.9326, 0.1199, 4.3444], [6.7503, -2.0047, 4.6938], [8.3727, -2.0572, 5.4146], [11.6337, -3.8583, 2.6119], [11.6698, -2.3754, 1.6385], [11.1772, -3.9177, 0.8832], [-5.1991, 2.1854, -0.2211], [-5.5672, 1.5442, 1.0955], [-4.6072, 0.5354, 1.4814], [-3.4822, 0.9932, 2.0206], [-3.2026, 2.1466, 2.2275], [-2.7009, -0.0530, 2.2989], [-1.4262, 0.2856, 2.8579], [-5.0820, 1.4299, -0.9987], [-5.9799, 2.8800, -0.5316], [-4.2700, 2.7447, -0.1286], [-6.5070, 1.0000, 1.0313], [-5.6365, 2.2823, 1.8937], [-1.5479, 0.9314, 3.7248], [-0.8112, 0.7924, 2.1157], [-0.9753, -0.6599, 3.1431], [-7.2431, 7.5270, -3.9859], [-7.5338, 6.8890, -2.6478], [-6.5574, 5.8767, -2.3221], [-5.4089, 6.3319, -1.8235], [-5.1375, 7.4818, -1.5905], [-4.6078, 5.2873, -1.6070], [-3.3299, 5.6225, -1.0524], [-7.1784, 6.7669, -4.7652], [-8.0422, 8.2210, -4.2487], [-6.3087, 8.0857, -3.9564], [-8.4786, 6.3493, -2.6567], [-7.5526, 7.6288, -1.8485], [-3.4488, 6.2290, -0.1573], [-2.7333, 6.1685, -1.7815], [-2.8610, 4.6736, -0.8109], [7.5280, -11.4378, 1.2563], [7.7194, -9.9529, 1.4662], [6.5572, -9.2075, 1.0508], [5.5570, -9.1739, 1.9326], [5.5771, -9.6377, 3.0446], [4.5755, -8.4336, 1.4198], [3.4524, -8.2411, 2.2907], [7.2683, -11.6459, 0.2181], [8.4545, -11.9632, 1.4915], [6.7416, -11.8205, 1.9049], [8.5204, -9.5610, 0.8426], [7.9315, -9.7221, 2.5094], [3.7798, -7.8450, 3.2503], [2.9277, -9.1814, 2.4522], [2.8070, -7.5337, 1.7803], [-7.1916, 13.8613, -6.6467], [-6.8423, 13.1226, -5.3749], [-6.6614, 11.7119, -5.6168], [-5.4725, 11.3667, -6.1085], [-4.5520, 12.1094, -6.3363], [-5.4667, 10.0463, -6.2949], [-4.2413, 9.5244, -6.8209], [-8.0714, 13.4197, -7.1153], [-7.4121, 14.9041, -6.4150], [-6.3604, 13.8338, -7.3495], [-7.6544, 13.1633, -4.6520], [-5.9364, 13.5194, -4.9187], [-3.3972, 9.8469, -6.2150], [-4.0966, 9.8591, -7.8469], [-4.3500, 8.4448, -6.7852]], "forces_ev_per_a": [[0.0, 0.1, -0.2], [-0.2, -0.3, 0.5], [-0.1, 0.2, -0.2], [0.0, 0.0, -0.1], [-0.2, 0.1, -0.1], [0.1, 0.0, -0.1], [0.1, 0.0, 0.0], [-0.2, 0.2, -0.1], [0.3, 0.0, -0.1], [0.0, -0.2, -0.1], [0.0, 0.0, 0.0], [0.1, 0.3, -0.1], [-0.1, -0.1, 0.1], [0.1, 0.0, 0.1], [0.0, 0.0, 0.1], [0.1, -0.1, 0.0], [0.1, 0.0, 0.0], [-0.1, 0.0, 0.0], [-0.1, 0.0, 0.0], [0.0, 0.0, 0.0], [0.1, -0.2, 0.1], [-0.1, 0.1, 0.0], [0.0, 0.0, 0.0], [0.1, 0.0, 0.0], [-0.1, 0.0, 0.0], [0.0, 0.0, 0.0], [0.0, -0.1, 0.0], [0.0, 0.0, 0.0], [0.0, 0.0, 0.0], [0.0, 0.0, 0.0], [0.0, 0.0, 0.0], [0.0, 0.0, 0.0], [0.0, 0.0, 0.0], [0.0, 0.0, 0.0], [0.0, 0.0, 0.0], [0.0, 0.0, 0.0], [0.0, 0.0, 0.0], [0.0, 0.0, 0.0], [0.0, 0.0, 0.0], [0.0, 0.0, 0.0], [0.0, 0.0, 0.0], [0.0, 0.0, 0.0], [0.0, 0.0, 0.0], [0.0, 0.0, 0.0], [0.0, 0.0, 0.0], [0.0, 0.0, 0.0], [0.0, 0.0, 0.0], [0.0, -0.1, 0.0], [0.0, 0.0, 0.0], [0.0, 0.0, 0.0], [0.0, 0.0, 0.0], [0.0, 0.0, 0.0], [0.0, 0.0, 0.0], [0.0, 0.0, 0.0], [0.0, 0.0, 0.0], [0.0, 0.0, 0.0], [0.0, 0.0, 0.0], [0.0, 0.0, 0.0], [0.0, 0.0, 0.0], [0.1, 0.0, 0.0], [0.0, 0.0, 0.0], [0.0, 0.0, 0.0], [0.0, 0.0, 0.0], [0.0, 0.0, 0.0], [0.0, 0.0, 0.0], [0.0, 0.0, 0.0], [0.0, 0.0, 0.0], [0.0, 0.0, 0.0], [0.0, 0.0, 0.0], [0.0, 0.0, 0.0], [0.0, 0.0, 0.0], [0.0, 0.0, 0.0], [0.0, 0.0, 0.0], [0.0, 0.0, 0.0], [-0.1, -0.2, -0.1], [0.3, 0.6, 0.3], [-0.1, -0.3, -0.1], [-0.1, -0.2, -0.1], [-0.1, 0.0, 0.0], [0.0, 0.0, 0.0], [0.0, 0.0, 0.0], [0.0, 0.0, 0.0], [0.0, 0.0, 0.0], [0.0, 0.0, 0.0], [0.0, 0.0, 0.0], [0.0, 0.0, 0.0], [0.0, 0.0, 0.0], [0.0, 0.0, 0.0], [0.0, 0.0, 0.0], [0.0, 0.0, 0.0], [0.0, 0.0, 0.1], [0.0, 0.0, 0.0], [0.0, 0.0, 0.0], [0.0, 0.0, 0.0], [0.0, 0.0, 0.0], [0.0, 0.0, 0.0], [0.0, 0.0, 0.0], [0.0, 0.0, 0.0], [0.0, 0.0, 0.0], [0.0, 0.0, 0.0], [0.0, 0.0, 0.0], [0.0, 0.0, 0.0]], "charge": 0, "smiles": "O=[P@@](O)(OCCCO)OCCCI.CCOC(=O)OC.CCOC(=O)OC.CCOC(=O)OC.CCOC(=O)OC.CCOC(=O)OC", "homo_ev": -9.46, "gap_ev": 9.858}